# 1
{
  "formula": "C5H6N2S",
  "method": "ωB97M-V/def2-TZVPD",
  "symbols": ["C", "C", "C", "C", "C", "H", "H", "H", "H", "H", "H", "N", "N", "S"],
  "positions_angstrom": [[0.36, -1.38, -0.92], [-0.28, 0.41, 0.57], [-0.47, 2.21, -0.76], [-0.55, 1.27, -1.63], [-0.49, -0.08, -0.89], [-0.04, -2.39, -1.51], [1.37, -1.17, -1.51], [-0.06, 2.49, 1.24], [-0.53, 3.27, -0.73], [-0.51, 1.08, -2.72], [-1.56, -0.44, -1.06], [0.16, -0.32, 1.57], [-0.57, 1.75, 0.62], [0.80, -1.71, 0.80]],
  "mulliken_charge": [-0.452, 0.290, -0.473, -0.557, 0.184, 0.306, 0.267, 0.332, 0.412, 0.386, 0.242, -0.603, -0.249, -0.084],
  "e_above_lowest_kj_mol": 304.94,
  "homo_ev": -7.5
}

=====

# 2
{
  "formula": "C5H6N2S",
  "method": "ωB97M-V/def2-TZVPD",
  "symbols": ["S", "C", "C", "C", "C", "N", "N", "C", "H", "H", "H", "H", "H", "H"],
  "positions_angstrom": [[1.05, -2.09, -1.10], [-0.07, -1.68, 0.27], [-0.26, -0.18, 0.31], [-1.00, 0.51, -0.62], [-1.11, 1.89, -0.49], [-0.52, 2.58, 0.49], [0.21, 1.92, 1.40], [0.33, 0.61, 1.31], [0.97, -3.42, -0.97], [-1.03, -2.15, 0.14], [0.35, -2.01, 1.22], [-1.51, 0.01, -1.47], [-1.65, 2.49, -1.19], [0.94, 0.15, 2.07]],
  "mulliken_charge": [-0.185, -0.679, 0.512, -0.192, -0.303, -0.426, -0.413, -0.335, 0.131, 0.357, 0.396, 0.325, 0.426, 0.387],
  "e_above_lowest_kj_mol": 147.99,
  "homo_ev": -9.5,
  "smiles": "SCc1ccnnc1"
}

=====

# 3
{
  "formula": "C5H6N4O2",
  "method": "ωB97M-V/def2-TZVPD",
  "symbols": ["C", "C", "C", "C", "C", "N", "N", "N", "N", "O", "O", "H", "H", "H", "H", "H", "H"],
  "positions_angstrom": [[0.99, 2.18, -1.35], [0.53, 1.15, -0.53], [1.52, 1.74, -2.53], [0.64, -0.18, -0.90], [-1.71, -1.82, 2.64], [1.74, 0.45, -2.78], [1.45, -0.47, -1.92], [-0.57, -1.85, 1.81], [-0.65, -1.19, 0.76], [0.46, -1.23, -0.06], [-1.61, -0.57, 0.32], [1.19, 3.23, -1.00], [0.19, 1.49, 0.43], [1.96, 2.44, -3.21], [-2.63, -1.46, 1.93], [-1.82, -2.83, 2.99], [-1.67, -1.09, 3.41]],
  "mulliken_charge": [-0.567, 0.095, -0.144, 0.352, -0.654, -0.401, -0.094, -0.677, 1.250, -0.356, -0.653, 0.282, 0.322, 0.424, 0.281, 0.245, 0.293],
  "e_above_lowest_kj_mol": 450.50,
  "homo_ev": [-6.2, -10.0],
  "spin_multiplicity": 3
}

=====

# 4
{
  "formula": "C5H6N6O",
  "method": "ωB97M-V/def2-TZVPD",
  "symbols": ["C", "C", "C", "N", "N", "C", "H", "H", "H", "H", "O", "C", "N", "N", "N", "N", "H", "H"],
  "positions_angstrom": [[-0.22, -2.44, 3.71], [-0.26, -1.33, 3.19], [-0.29, -0.04, 2.58], [-0.31, 1.13, 3.12], [-0.59, 1.09, 4.48], [-0.51, 2.19, 5.12], [-0.17, -3.33, 4.36], [-0.24, -0.02, 1.49], [-0.76, 2.15, 6.18], [-0.09, 3.12, 4.72], [0.54, 0.70, -1.82], [0.38, 0.14, -3.04], [-0.36, 0.62, -3.99], [-0.22, -0.23, -5.03], [0.56, -1.19, -4.75], [0.95, -1.00, -3.47], [0.54, 0.02, -1.14], [1.61, -1.61, -3.01]],
  "mulliken_charge": [0.188, -0.134, -0.305, -0.266, -0.338, -0.258, 0.375, 0.187, 0.258, 0.292, -0.443, 0.588, -0.309, -0.176, -0.299, 0.138, 0.284, 0.219],
  "e_above_lowest_kj_mol": 551.52,
  "homo_ev": -9.7,
  "smiles": "C#C/C=N\\N=C.Oc1nnn[nH]1"
}

=====

# 5
{
  "formula": "C5H6NO",
  "method": "ωB97M-V/def2-TZVPD",
  "symbols": ["C", "C", "C", "C", "C", "N", "O", "H", "H", "H", "H", "H", "H"],
  "positions_angstrom": [[-0.33, -1.26, -2.00], [0.62, 0.33, -0.91], [-0.54, -0.88, 0.14], [1.08, 1.61, -0.48], [-1.04, -0.89, 1.48], [0.60, -0.36, -1.97], [-0.68, -1.75, -0.78], [0.33, 2.13, 0.12], [1.40, 2.22, -1.32], [1.95, 1.46, 0.17], [-1.64, 0.00, 1.69], [-0.17, -0.80, 2.15], [-1.59, -1.80, 1.71]],
  "mulliken_charge": [0.085, 0.644, 0.597, -1.044, -1.032, -0.234, -0.078, 0.338, 0.354, 0.342, 0.344, 0.341, 0.344],
  "e_above_lowest_kj_mol": 632.06,
  "homo_ev": [-14.7, -14.2],
  "total_charge": 1
}

=====

# 6
{
  "formula": "C5H6NO",
  "method": "ωB97M-V/def2-TZVPD",
  "symbols": ["C", "C", "C", "C", "C", "N", "O", "H", "H", "H", "H", "H", "H"],
  "positions_angstrom": [[1.42, -1.21, -0.01], [0.05, -1.58, 0.19], [0.34, 0.82, -0.30], [-1.94, 0.09, 0.54], [1.56, 0.08, -0.34], [-0.61, -0.28, -0.02], [-1.83, -0.21, -0.77], [2.31, -1.76, 0.21], [0.47, 1.68, 0.34], [0.17, 1.28, -1.31], [-2.57, -0.41, 1.23], [-1.94, 1.14, 0.62], [2.59, 0.37, -0.40]],
  "mulliken_charge": [-0.216, -0.069, -0.207, -0.213, -0.490, 0.532, -0.351, 0.431, 0.310, 0.319, 0.315, 0.261, 0.380],
  "e_above_lowest_kj_mol": 331.45,
  "homo_ev": [-13.3, -15.8],
  "total_charge": 1,
  "spin_multiplicity": 3
}